No. 1
Computed, not measured: a 2-piece molecular cluster, C5H14 overall at a distorted geometry, with the ωB97M-V functional and the def2-TZVPD basis.

Properties
Spin multiplicity: 1
Energy (eV): -5411.8400
Kohn-Sham gap (eV): 12.5
SMILES: CCC.CC
Highest occupied orbital energy (eV): -11.36
Relative energy (zero: lowest compared OMol25 entry of this formula, charge and spin) (kJ/mol): 20.2

Structure (XYZ):
```
19
Properties=species:S:1:pos:R:3:forces:R:3
C 0.043 -1.044 -1.307 1.4 0.4 0.1
C -0.841 0.153 -1.541 -1.2 0.4 -0.7
C 1.462 -0.902 -1.931 -1.0 -0.1 -0.4
H 0.210 -1.195 -0.248 -0.3 -0.2 0.4
H -0.392 -1.945 -1.716 -0.4 -0.2 0.0
H -1.775 0.141 -0.972 0.1 -0.2 0.2
H -1.191 0.158 -2.582 0.2 0.0 0.0
H 2.165 -0.414 -1.264 0.1 0.0 0.1
H 1.812 -1.893 -2.216 0.3 0.1 0.1
H -0.426 1.150 -1.374 0.5 -0.3 0.2
H 1.380 -0.311 -2.846 0.2 0.0 0.0
C 0.391 0.562 2.539 -0.4 0.4 -0.4
C -0.963 1.009 1.983 -0.4 -1.0 0.0
H 1.131 0.549 1.742 0.2 0.1 0.0
H 0.715 1.235 3.330 0.2 -0.1 0.1
H 0.310 -0.455 2.905 0.1 -0.1 0.3
H -1.321 0.243 1.292 0.1 0.1 -0.3
H -0.964 1.959 1.459 0.1 0.1 0.1
H -1.746 0.998 2.746 0.2 0.4 0.2
```
Forces are in eV/Å.



No. 2
Computed, not measured: a 2-piece molecular cluster, C3H6Cl4Si overall at a distorted geometry, with the ωB97M-V functional and the def2-TZVPD basis.

Properties
Spin multiplicity: 1
Energy (eV): -61174.4216
Kohn-Sham gap (eV): 7.9
SMILES: Cl/[SiH]=C(\Cl)C(Cl)Cl.C
Highest occupied orbital energy (eV): -8.72
Relative energy (zero: lowest compared OMol25 entry of this formula, charge and spin) (kJ/mol): 567.3

Structure (XYZ):
```
14
Properties=species:S:1:pos:R:3:forces:R:3
C 1.861 -0.932 1.676 1.8 -0.9 -0.6
C -0.674 0.607 -1.398 -1.4 1.5 -0.1
C -1.566 -0.542 -1.264 0.5 -0.1 3.5
Si -0.296 1.730 -0.132 -0.1 -0.7 -0.8
Cl -3.250 -0.357 -0.685 -0.4 0.8 -0.2
Cl -0.889 -1.762 -0.138 0.4 -0.2 0.3
Cl -1.025 1.298 -3.012 0.7 0.0 0.1
Cl 0.778 3.313 -0.747 0.0 0.2 0.4
H 2.476 -0.648 0.805 -0.1 -0.2 0.4
H 1.101 -0.226 1.769 -0.9 1.5 0.9
H 2.498 -1.162 2.544 -0.4 0.6 -0.2
H 1.327 -1.815 1.428 -0.2 -1.0 -0.3
H -1.650 -1.053 -2.120 -0.3 -1.6 -3.3
H -0.693 1.550 1.273 0.5 0.1 0.0
```
Forces are in eV/Å.



No. 3
Computed, not measured: C8H16N2S as an isolated structure at a distorted geometry, with the ωB97M-V functional and the def2-TZVPD basis.

Properties
Spin multiplicity: 1
Energy (eV): -22365.2206
Kohn-Sham gap (spin up / spin down) (eV): 8.0 / 8.0
Highest occupied orbital energy (spin up / spin down) (eV): -7.76 / -7.70
Relative energy (zero: lowest compared OMol25 entry of this formula, charge and spin) (kJ/mol): 479.0

Structure (XYZ):
```
27
Properties=species:S:1:pos:R:3:forces:R:3
C 0.461 -0.585 1.919 -2.1 0.4 -3.4
C 1.090 -0.950 0.552 0.2 2.2 -1.4
C -1.439 0.753 0.611 1.6 -2.5 1.2
C -0.422 0.647 1.800 -1.3 3.4 0.7
C -0.535 0.541 -0.638 -0.3 -0.3 2.2
C 0.269 -0.797 -0.737 -1.6 0.8 -1.4
C -0.550 -2.068 -0.978 -1.6 -1.3 1.5
C 1.111 -0.694 -2.035 0.4 -0.3 1.5
N -1.212 3.095 -1.234 1.5 -0.3 0.8
N 0.361 1.842 1.427 0.9 0.6 0.4
S 0.613 1.951 -0.273 -2.1 0.9 -0.6
H -0.190 -1.307 2.327 -0.4 -1.6 0.4
H 1.280 -0.429 2.499 2.0 0.6 2.4
H 1.994 -0.378 0.293 -0.1 0.8 0.9
H 1.535 -1.875 0.492 0.5 -2.7 0.5
H -2.199 0.023 0.846 -0.4 -0.5 -0.8
H -1.863 1.727 0.450 -0.2 0.4 0.6
H -1.018 0.961 2.775 1.4 -1.0 -1.6
H -1.205 0.946 -1.355 0.2 -0.3 -1.8
H -0.558 -2.379 -2.029 -0.1 0.1 0.3
H -1.610 -1.991 -0.628 0.6 0.2 -0.4
H -0.193 -2.951 -0.341 -0.1 1.2 -1.0
H 1.725 0.167 -2.065 0.4 1.3 -0.2
H 0.666 -0.902 -2.994 -0.8 0.3 0.0
H 1.807 -1.461 -1.883 1.4 -1.5 -0.2
H -1.095 4.036 -0.810 0.2 -0.3 -0.1
H 1.179 2.079 2.006 -0.4 -0.4 -0.7
```
Forces are in eV/Å.